Entry from the Open Molecules 2025 dataset: a structure of composition C23H21IN4O5STc (wB97M-V/def2-TZVPD).

```
! RIJCOSX wB97M-V def2-TZVPD def2/J DEFGRID3
* xyz 1 1
I -5.72 1.93 1.41
Tc -0.08 -0.82 0.70
S -0.31 -2.93 1.91
O 3.67 -0.08 0.26
O 1.82 -1.31 0.57
O 0.06 0.04 2.57
O 0.90 2.98 -0.24
O 0.53 0.80 -0.27
N -1.90 0.38 0.48
N 0.03 -4.57 -0.18
N -2.03 1.30 -0.49
N 1.78 -4.40 1.43
C -3.30 -3.67 0.94
C -4.44 -2.51 -1.31
C 1.35 0.54 4.45
C -4.53 -4.11 0.49
C 2.68 -0.32 0.88
C -1.38 -2.15 0.78
C 0.75 -5.43 -0.90
C 1.41 1.77 1.76
C 0.44 1.75 4.09
C 2.30 0.52 2.11
C -3.01 0.44 1.20
C -3.87 1.42 0.70
C 2.49 -5.28 0.72
C 0.61 -4.12 0.91
C 0.16 -5.94 -2.17
C 2.02 -5.82 -0.46
C -2.65 -2.63 0.29
C -3.20 1.96 -0.38
C 0.16 1.52 2.62
C -5.10 -3.53 -0.64
C -3.22 -2.05 -0.85
C 1.43 -0.21 3.13
C 0.97 1.92 0.31
H 1.58 -1.28 3.19
H -0.49 1.72 4.66
H -2.71 -1.26 -1.38
H -3.46 2.75 -1.06
H 3.23 0.84 2.56
H 0.37 -7.00 -2.31
H 1.90 2.70 2.04
H 2.61 -6.52 -1.03
H -0.92 -5.78 -2.18
H -3.15 -0.23 2.03
H 3.47 -5.55 1.11
H -2.85 -4.14 1.81
H -6.06 -3.88 -1.00
H -1.22 1.52 -1.06
H 0.60 -5.41 -3.02
H 0.90 -0.08 5.22
H -4.88 -2.07 -2.20
H 0.92 2.71 4.26
H 2.34 0.84 4.78
H -5.04 -4.92 1.00
H -0.76 1.95 2.24
*
```

Frontier orbital gap, eV: 7.22
Energy, hartree: -2260.7474
HOMO, Ha: -0.4312

Results of the natural (NBO) charge analysis, in e, for atoms 1 through 8: 0.2497, 1.0290, 0.4860, -0.5332, -0.6969, -0.4950, -0.5527, -0.7392